1.
{"formula": "C4H8N2", "method": "ωB97M-V/def2-TZVPD", "spin_multiplicity": 1, "smiles": "CC(C)(N)C#N", "e_lumo_ha": 0.030, "homo_lumo_gap_ev": 10.899, "mol_weight_g_mol": 84.1, "e_above_lowest_kcal_mol": 8.3, "symbols": ["C", "C", "C", "N", "C", "N", "H", "H", "H", "H", "H", "H", "H", "H"], "xyz": [[-0.74889, 1.08179, -0.65876], [-0.05802, -0.10692, 0.05933], [1.47080, 0.12569, -0.05876], [-0.50336, -1.45935, -0.41884], [-0.46869, -0.15689, 1.47812], [-0.87351, -0.42241, 2.52904], [-1.83847, 1.00200, -0.65517], [-0.40704, 1.16915, -1.69668], [-0.49464, 2.03112, -0.16375], [1.77182, 0.21523, -1.10930], [2.05387, -0.67177, 0.40798], [1.76092, 1.06600, 0.43345], [-0.09256, -2.18476, 0.18181], [-1.50844, -1.57493, -0.24324]], "forces_ev_per_angstrom": [[-0.10, -0.15, 0.02], [-0.02, 0.00, 0.07], [-0.06, -0.17, 0.04], [0.19, 0.26, -0.27], [-0.30, 0.03, 1.15], [0.40, 0.48, -0.70], [0.09, -0.13, 0.02], [-0.05, -0.27, 0.21], [0.00, -0.41, 0.00], [-0.23, -0.19, 0.17], [-0.14, -0.03, -0.06], [-0.29, -0.28, -0.07], [0.12, 0.49, -0.35], [0.40, 0.37, -0.23]]}

2.
{"formula": "CH5ClOSi", "method": "ωB97M-V/def2-TZVPD", "spin_multiplicity": 1, "smiles": "[SiH3]Cl.C=O", "e_lumo_ha": 0.027, "homo_lumo_gap_ev": 10.835, "mol_weight_g_mol": 96.6, "e_above_lowest_kcal_mol": 71.5, "symbols": ["C", "O", "Si", "Cl", "H", "H", "H", "H", "H"], "xyz": [[-1.73207, 1.80729, -1.79037], [-1.36554, 2.58061, -2.62148], [1.76770, -1.64054, 0.82972], [0.69662, -0.26185, -0.25704], [-2.01554, 0.76644, -1.99569], [-1.96438, 2.26721, -0.81461], [3.18554, -1.56750, 0.22072], [1.25678, -3.04404, 0.90358], [2.01887, -0.95782, 2.29011]], "forces_ev_per_angstrom": [[-1.04, 1.07, 0.53], [0.63, -0.09, -1.05], [2.17, 1.16, 1.60], [-0.31, -0.28, -0.02], [0.32, -0.23, 0.03], [0.09, -0.76, 0.50], [-1.12, -0.37, 0.30], [-0.11, 0.59, -0.14], [-0.64, -1.08, -1.74]]}

3.
{"formula": "C4H5NO", "method": "ωB97M-V/def2-TZVPD", "spin_multiplicity": 1, "smiles": "Cc1cnco1", "e_lumo_ha": 0.036, "homo_lumo_gap_ev": 10.332, "mol_weight_g_mol": 83.1, "e_above_lowest_kcal_mol": 43.6, "symbols": ["C", "C", "C", "C", "H", "H", "H", "H", "H", "N", "O"], "xyz": [[1.58007, -0.03574, 0.06308], [0.13605, 0.05789, -0.23197], [-0.62828, 1.07900, -0.13043], [-1.80705, -0.69623, -0.04177], [2.41282, 0.04114, -0.80332], [2.01271, 0.64215, 0.74971], [1.65680, -1.16551, 0.29652], [-0.47924, 2.10844, 0.03338], [-2.42371, -1.53497, 0.10841], [-2.03224, 0.57354, 0.03805], [-0.42793, -1.06972, -0.08164]], "forces_ev_per_angstrom": [[3.09, -2.88, -3.16], [6.01, 1.60, 0.93], [-5.62, 1.81, 0.51], [1.18, 0.74, 1.04], [-2.35, -0.02, 1.16], [-0.18, 0.41, 1.28], [0.58, 2.00, 0.45], [0.46, 0.79, -0.24], [-0.92, -0.61, -0.07], [2.80, -1.13, -1.05], [-5.04, -2.72, -0.85]]}

4.
{"formula": "C14H22ClN2O", "method": "ωB97M-V/def2-TZVPD", "spin_multiplicity": 1, "smiles": "CCCC[N@@H+](C)CCC(=O)Nc1ccc(Cl)cc1", "e_lumo_ha": -0.091, "charge": 1, "homo_lumo_gap_ev": 8.832, "mol_weight_g_mol": 269.8, "e_above_lowest_kcal_mol": 0.0, "symbols": ["C", "H", "H", "H", "C", "H", "H", "C", "C", "N", "C", "H", "H", "H", "C", "H", "H", "C", "H", "C", "O", "N", "C", "C", "C", "C", "C", "C", "H", "H", "Cl", "H", "H", "H", "H", "H", "H", "H", "H", "H"], "xyz": [[5.89994, 1.29985, 0.96464], [6.47720, 2.15840, 1.29417], [6.40300, 0.86011, 0.10703], [5.88701, 0.56872, 1.76932], [4.48408, 1.72681, 0.59973], [4.52407, 2.47467, -0.19387], [4.00867, 2.18704, 1.46763], [3.64687, 0.53352, 0.13206], [2.23607, 0.98455, -0.23221], [1.32980, -0.10573, -0.66883], [1.75634, -0.72707, -1.92891], [0.96189, -1.35474, -2.32562], [2.64598, -1.33601, -1.77653], [1.97628, 0.04562, -2.66222], [1.05494, -1.10256, 0.39339], [1.02230, -0.57160, 1.34758], [1.86048, -1.83948, 0.43265], [-0.29005, -1.80497, 0.17375], [-0.49748, -2.42959, 1.04240], [-1.42321, -0.80566, -0.05714], [-1.18792, 0.27957, -0.60035], [-2.62848, -1.21459, 0.33360], [-3.87721, -0.56457, 0.21846], [-4.99287, -1.25280, 0.69030], [-6.24804, -0.68566, 0.61228], [-6.39599, 0.58077, 0.05925], [-5.28737, 1.27075, -0.41152], [-4.02989, 0.70242, -0.33332], [-3.17579, 1.24440, -0.70142], [-5.40797, 2.25263, -0.83936], [-7.95808, 1.29274, -0.04107], [-7.11043, -1.21932, 0.97712], [-4.87991, -2.23777, 1.12011], [-2.69636, -2.13119, 0.75949], [-0.24315, -2.46275, -0.69836], [0.33888, 0.31523, -0.81333], [2.28533, 1.71522, -1.04247], [1.77572, 1.47470, 0.62893], [4.13929, 0.08444, -0.73098], [3.61605, -0.20606, 0.93361]], "forces_ev_per_angstrom": [[-0.18, 0.14, -0.03], [0.12, 0.03, 0.04], [0.10, -0.06, -0.07], [0.05, -0.09, 0.09], [0.06, -0.26, -0.02], [-0.07, 0.08, -0.01], [-0.07, 0.08, -0.01], [-0.16, 0.27, -0.01], [0.62, 0.31, 0.26], [-0.62, 0.41, -0.13], [0.18, -0.28, -0.52], [-0.05, 0.01, 0.07], [-0.03, 0.04, 0.07], [-0.03, 0.05, 0.06], [-0.20, -0.42, 0.46], [0.09, 0.03, -0.11], [-0.03, 0.15, 0.00], [0.06, 0.23, -0.18], [0.04, -0.03, -0.04], [0.23, -0.47, 0.16], [-0.21, 0.18, -0.03], [-0.03, -0.32, 0.17], [-0.51, 0.34, -0.10], [0.20, 0.12, -0.08], [-0.04, 0.17, -0.07], [0.31, -0.11, 0.01], [-0.28, -0.14, 0.10], [0.21, -0.05, -0.01], [-0.01, 0.02, 0.00], [-0.03, 0.10, -0.04], [-0.16, 0.07, -0.01], [-0.09, -0.04, 0.03], [0.00, -0.13, 0.06], [0.22, 0.17, -0.08], [-0.04, -0.02, 0.04], [0.58, -0.23, 0.04], [-0.13, -0.07, 0.00], [-0.11, -0.07, -0.09], [0.01, -0.11, -0.02], [0.01, -0.11, 0.01]]}

5.
{"formula": "C33H68N2O6P", "method": "ωB97M-V/def2-TZVPD", "spin_multiplicity": 3, "e_lumo_ha": [0.082, 0.073], "charge": -1, "homo_lumo_gap_ev": [4.110, 3.883], "mol_weight_g_mol": 619.9, "s_squared": 2.007, "symbols": ["C", "C", "C", "C", "C", "C", "C", "C", "C", "O", "C", "C", "P", "O", "O", "C", "C", "O", "C", "C", "H", "H", "H", "H", "H", "H", "H", "H", "H", "H", "H", "H", "H", "H", "H", "H", "H", "H", "H", "H", "H", "H", "H", "H", "H", "H", "H", "H", "H", "H", "H", "H", "C", "C", "C", "C", "C", "C", "N", "O", "C", "C", "C", "H", "H", "H", "H", "H", "H", "H", "H", "H", "H", "H", "H", "H", "H", "H", "H", "H", "H", "C", "C", "C", "C", "C", "C", "N", "O", "C", "C", "C", "H", "H", "H", "H", "H", "H", "H", "H", "H", "H", "H", "H", "H", "H", "H", "H", "H", "H"], "xyz": [[-0.06579, 4.26505, 3.66411], [-1.13561, 4.21909, 2.57762], [-0.58630, 3.92065, 1.18245], [0.31639, 2.68195, 1.06619], [-0.26931, 1.51043, 0.27236], [-1.28655, 0.61416, 0.97812], [-1.06703, 0.50143, 2.46098], [0.31660, -0.12449, 2.77601], [0.24669, -1.34144, 3.70354], [0.44868, -2.56727, 2.98721], [-2.70294, 1.09686, 0.60594], [-3.76568, 0.87008, 1.68005], [-5.40400, 1.41644, 1.13312], [-5.65127, 1.22908, -0.28730], [-6.41339, 0.62653, 2.08890], [-7.68656, 1.24804, 2.29968], [-8.50288, 0.39508, 3.25370], [-5.59182, 2.93814, 1.60608], [-4.71804, 3.87011, 0.93963], [-5.10747, 5.27339, 1.31033], [0.86842, 4.62902, 3.25541], [-0.37275, 4.88388, 4.49764], [0.06437, 3.27217, 4.08215], [-1.59592, 5.20606, 2.53218], [-1.94487, 3.54474, 2.84795], [-1.40393, 3.89157, 0.46862], [0.01286, 4.78099, 0.90566], [1.16831, 3.02010, 0.48004], [0.73431, 2.40069, 2.02035], [0.56926, 0.88502, -0.03549], [-0.66294, 1.91516, -0.65068], [-1.17940, 1.46111, 2.95281], [-1.78439, -0.18293, 2.89768], [0.96846, 0.60345, 3.24337], [0.79408, -0.44731, 1.85931], [-0.72012, -1.43228, 4.18745], [1.00251, -1.23659, 4.47841], [1.39410, -2.77133, 3.03655], [-3.00648, 0.47659, -0.23678], [-2.67069, 2.10376, 0.21932], [-3.57870, 1.37884, 2.61931], [-3.86221, -0.19947, 1.81761], [-7.59133, 2.23226, 2.74157], [-8.21080, 1.39166, 1.35982], [-9.16325, -0.28925, 2.73725], [-7.81451, -0.13124, 3.90049], [-9.11028, 1.05435, 3.86062], [-4.73664, 3.71279, -0.13371], [-3.70677, 3.71692, 1.30210], [-5.03924, 5.38633, 2.38465], [-6.10077, 5.48626, 0.93499], [-4.37782, 5.92903, 0.85236], [0.74419, -7.74074, -1.39326], [1.98770, -7.37332, -0.54845], [1.75885, -7.75652, 0.91482], [0.79307, -6.82467, 1.64674], [1.21572, -5.36408, 1.48844], [1.41696, -4.95157, 0.03132], [2.30230, -5.92029, -0.68487], [3.53418, -5.71075, -0.35939], [0.04974, -4.83254, -0.66744], [2.00706, -3.54635, -0.02776], [3.12902, -8.21427, -1.11115], [0.65537, -7.09413, -2.26588], [0.81925, -8.76306, -1.76390], [-0.18647, -7.69022, -0.82995], [2.71709, -7.74767, 1.44440], [1.39060, -8.78456, 0.96067], [-0.22813, -6.96651, 1.28225], [0.77294, -7.08444, 2.70738], [0.47222, -4.71441, 1.94971], [2.14882, -5.20861, 2.04269], [0.17496, -4.64113, -1.73390], [-0.50619, -3.99644, -0.24396], [-0.58445, -5.70810, -0.54897], [2.93875, -3.46509, 0.53097], [1.30103, -2.83990, 0.40671], [2.19968, -3.24342, -1.05765], [3.33281, -7.95495, -2.15141], [2.85408, -9.26819, -1.06914], [4.04881, -8.09773, -0.54120], [2.20551, 1.71787, -4.95387], [2.16644, 2.98734, -4.06672], [2.98115, 4.10268, -4.73982], [4.48799, 3.89662, -4.63398], [4.88120, 3.66054, -3.18018], [4.07542, 2.53201, -2.52210], [2.62051, 2.67584, -2.69778], [2.19727, 3.73712, -1.85817], [4.56526, 1.17633, -3.07198], [4.40529, 2.49796, -1.03622], [0.70663, 3.41820, -4.03122], [2.06311, 0.82278, -4.34810], [1.40276, 1.73322, -5.69681], [3.13395, 1.61350, -5.51846], [2.73129, 5.06018, -4.27348], [2.69165, 4.18706, -5.79538], [4.81303, 3.06103, -5.26445], [5.00722, 4.78177, -5.01650], [5.95433, 3.43829, -3.11777], [4.72452, 4.58773, -2.62149], [3.94784, 0.36428, -2.68469], [5.59767, 0.99141, -2.75779], [4.56792, 1.11629, -4.15846], [4.19851, 3.45217, -0.55594], [5.46887, 2.27469, -0.89480], [3.82391, 1.72321, -0.52944], [0.08734, 2.65386, -3.55462], [0.34123, 3.56976, -5.05303], [0.57563, 4.35426, -3.49230]], "forces_ev_per_angstrom": [[-0.52, -0.46, -0.02], [-0.12, 0.56, -0.21], [0.17, -0.13, 0.66], [0.00, 0.57, -0.79], [0.55, -1.31, 0.23], [-0.96, 3.24, 0.51], [1.06, -1.68, -0.50], [-0.47, 0.10, 0.55], [0.32, -0.01, -0.43], [0.36, -0.11, 0.33], [0.33, -1.68, 0.01], [-0.76, 0.46, -0.59], [0.55, -0.34, 0.38], [-0.21, -0.10, -1.06], [0.08, 0.68, 0.19], [-0.75, -0.16, 0.34], [0.12, 0.28, -0.26], [0.11, -0.15, 0.04], [0.18, 0.29, 0.36], [0.07, -0.42, -0.23], [0.27, 0.06, 0.05], [-0.04, 0.32, 0.15], [0.41, -0.23, 0.01], [-0.19, 0.17, -0.05], [-0.10, -0.30, 0.15], [-0.13, -0.09, -0.23], [0.13, 0.23, -0.17], [0.21, -0.14, -0.31], [-0.08, -0.24, 0.41], [0.26, 0.02, -0.12], [-0.20, -0.02, -0.31], [-0.07, 0.35, 0.09], [-0.47, 0.03, 0.11], [0.19, 0.28, -0.01], [0.16, -0.02, -0.19], [-0.19, 0.06, 0.09], [0.09, -0.15, 0.23], [-0.37, 0.02, -0.19], [-0.20, 0.15, -0.37], [0.03, 0.39, 0.07], [0.21, -0.11, 0.28], [-0.02, -0.27, 0.43], [0.52, 0.19, 0.04], [0.06, -0.11, -0.32], [0.03, -0.33, -0.04], [0.01, -0.27, 0.22], [-0.24, 0.05, 0.21], [-0.12, -0.13, -0.17], [0.27, -0.24, -0.02], [-0.21, 0.16, 0.24], [-0.21, 0.27, 0.10], [0.03, 0.36, -0.13], [-0.17, 0.09, 0.00], [-0.89, -0.95, -0.90], [-0.01, 0.25, 0.45], [0.06, 0.02, -0.11], [0.14, -0.46, 0.29], [-1.30, 0.84, -0.47], [0.91, -0.21, 1.79], [0.17, 0.18, -0.57], [-0.14, -0.25, -0.05], [0.49, 0.01, 0.02], [0.46, 0.18, 0.06], [0.01, 0.04, 0.03], [0.12, -0.03, 0.09], [0.01, 0.10, -0.02], [0.06, 0.07, -0.11], [0.02, -0.03, -0.13], [0.01, 0.02, -0.03], [-0.02, -0.01, 0.00], [-0.02, 0.10, -0.13], [0.08, -0.02, -0.13], [0.03, -0.01, 0.00], [0.12, 0.06, 0.06], [0.05, -0.03, -0.04], [0.05, -0.09, -0.09], [-0.12, -0.08, 0.00], [0.02, -0.03, 0.00], [-0.01, 0.03, 0.01], [-0.14, 0.01, 0.00], [-0.01, 0.14, -0.04], [0.08, -0.08, -0.19], [0.16, -0.41, -0.58], [0.07, 0.29, -0.16], [-0.03, -0.02, 0.03], [0.22, 0.26, -0.05], [0.42, -0.46, -0.36], [-0.52, 0.20, 0.69], [0.00, 0.16, 0.10], [0.15, -0.05, -0.18], [0.03, 0.18, 0.37], [-0.31, 0.27, 0.13], [0.04, 0.03, 0.08], [-0.01, 0.13, 0.02], [0.04, -0.04, 0.07], [-0.05, -0.09, 0.15], [-0.06, -0.05, 0.02], [-0.03, -0.03, 0.03], [0.01, -0.02, -0.03], [-0.02, -0.06, 0.05], [-0.17, -0.06, 0.05], [-0.07, 0.04, 0.00], [-0.02, 0.08, 0.07], [-0.09, 0.00, -0.01], [-0.19, -0.02, -0.10], [0.02, -0.08, -0.10], [-0.07, 0.02, -0.04], [0.05, -0.02, 0.04], [0.07, -0.12, -0.07], [0.12, -0.12, 0.17]]}